[1]
DFT (the ωB97M-V functional and the def2-TZVPD basis) results for a cluster of 2 separate species, C5H8O2 in total.

XYZ file:
```
15
C5H8O2 (the ωB97M-V functional and the def2-TZVPD basis)
C 0.4680 1.7886 1.5771
C 0.1573 0.5383 1.2477
O -1.1219 0.1332 1.0449
C -1.3197 -0.9419 0.1393
C -0.9696 -0.8159 -1.3119
C -0.2279 -1.5942 -0.5777
O 0.8136 -2.4136 -0.4168
H -0.2949 2.5574 1.6441
H 1.4948 2.0505 1.8060
H 0.9131 -0.2454 1.1665
H -2.2125 -1.4715 0.4743
H -1.2222 -0.3465 -2.2492
H 1.2903 -2.4709 -1.2579
H 1.0098 1.5874 -1.2870
H 1.2217 1.6447 -1.9993
```

Its relative energy (zero: lowest compared OMol25 entry of this formula, charge and spin) is 4.7060 eV. As for the structure (SMILES): C=CO[C@H]1C=C1O.[H][H]. The calculation puts the total energy at -345.6320 hartree. The calculation puts the gap between HOMO and LUMO at 9.3 eV.

[2]
DFT (the ωB97M-V functional and the def2-TZVPD basis) results for the molecule C5H8O2.

XYZ file:
```
15
C5H8O2 (the ωB97M-V functional and the def2-TZVPD basis)
C 2.3026 0.2293 -0.7891
C 1.1712 -0.0694 -0.4992
C -0.2588 -0.2974 -0.2067
C -0.4495 -1.4975 0.7151
O -0.9390 -0.6226 -1.4146
C -0.8420 0.9888 0.4568
O -0.1975 2.1868 0.0973
H 3.3029 0.4743 -1.0691
H -1.5151 -1.6043 0.9432
H 0.1018 -1.3594 1.6508
H -0.0970 -2.4018 0.2109
H -0.6156 -0.0265 -2.1023
H -0.8766 0.8502 1.5519
H -1.8702 1.0794 0.1002
H 0.7321 2.1021 0.3554
```

Its relative energy (zero: lowest compared OMol25 entry of this formula, charge and spin) is 2.4158 eV. As for the structure (SMILES): C#C[C@](C)(O)CO. The calculation puts the total energy at -345.7162 hartree. The calculation puts the gap between HOMO and LUMO at 11.0 eV.

[3]
DFT (the ωB97M-V functional and the def2-TZVPD basis) results for the molecule C5H8O2 in a non-equilibrium geometry.

XYZ file:
```
15
C5H8O2 (the ωB97M-V functional and the def2-TZVPD basis)
C -0.3593 2.1143 -1.2987
C 0.1994 0.9559 -0.7955
C -0.4402 0.4277 0.4754
C -0.6768 -1.0876 0.7965
C 0.5491 -1.8344 0.1984
O 0.5873 -2.8706 -0.4090
O 1.6273 -1.3744 0.8560
H -1.2940 2.4648 -0.8415
H 0.1538 2.8312 -1.8949
H 0.9808 0.4239 -1.3739
H -1.3804 0.8133 0.6913
H 0.1855 0.8527 1.4373
H -1.5677 -1.4552 0.3126
H -0.6554 -1.1714 1.8530
H 2.0907 -1.0903 -0.0071
```

Its relative energy (zero: lowest compared OMol25 entry of this formula, charge and spin) is 2.3054 eV. As for the structure (SMILES): C=CCCC(=O)O. The calculation puts the total energy at -345.7202 hartree. The calculation puts the gap between HOMO and LUMO at 10.4 eV.

no.,E_LUMO (eV)
1,0.56
2,0.86
3,0.74